Record 1
{"formula": "C57H62BrN9O22SSi2", "method": "ωB97M-V with the def2-TZVPD basis set", "elements": ["C", "C", "O", "N", "C", "C", "C", "C", "Si", "C", "C", "C", "S", "O", "O", "O", "O", "Si", "O", "Br", "H", "H", "H", "H", "H", "H", "H", "H", "H", "H", "H", "H", "H", "H", "H", "H", "H", "H", "H", "H", "H", "H", "C", "C", "C", "C", "C", "C", "N", "O", "O", "H", "H", "H", "H", "H", "C", "C", "C", "C", "C", "C", "N", "O", "O", "H", "H", "H", "H", "H", "C", "C", "C", "C", "C", "C", "N", "O", "O", "H", "H", "H", "H", "H", "C", "C", "C", "C", "C", "C", "N", "O", "O", "H", "H", "H", "H", "H", "C", "C", "C", "C", "C", "C", "N", "O", "O", "H", "H", "H", "H", "H", "C", "C", "C", "C", "C", "C", "N", "O", "O", "H", "H", "H", "H", "H", "C", "C", "C", "C", "C", "C", "N", "O", "O", "H", "H", "H", "H", "H", "C", "C", "C", "C", "C", "C", "N", "O", "O", "H", "H", "H", "H", "H"], "coordinates": [[-4.1280, 2.4310, -0.1345], [-3.3036, 1.2474, -0.6477], [-3.8490, 0.3335, -1.2481], [-1.9305, 1.2509, -0.4268], [-1.1349, 0.7409, -1.5477], [-0.7099, -0.7442, -1.2599], [0.8047, -0.9758, -1.5512], [1.6625, -0.8173, -0.2343], [2.6106, 0.8292, -0.1460], [1.5356, 2.2145, 0.6137], [2.2215, 3.6078, 0.3686], [1.2531, 4.7094, -0.0993], [0.4714, 4.3803, -1.6830], [1.1567, 3.4051, -2.4790], [-0.8984, 3.9866, -1.4800], [0.4615, 5.7842, -2.4823], [3.0957, 1.3600, -1.6763], [4.2453, 0.4464, -2.4684], [4.9264, 1.3999, -3.6622], [5.8640, -0.3073, -1.1082], [-3.5656, 3.3740, -0.2118], [-4.3941, 2.2506, 0.9150], [-5.0708, 2.4767, -0.6883], [-1.6515, 2.1816, -0.1353], [-0.2160, 1.3148, -1.7241], [-1.7165, 0.7809, -2.4825], [-0.9446, -0.9423, -0.2022], [-1.3413, -1.4217, -1.8558], [1.1774, -0.2517, -2.2929], [0.8877, -1.9949, -1.9412], [2.3996, -1.6276, -0.1156], [0.9818, -0.7902, 0.6344], [3.7343, 0.6799, 0.8026], [1.4572, 1.9985, 1.6937], [0.5072, 2.2096, 0.2279], [2.5865, 3.9407, 1.3562], [3.1220, 3.5101, -0.2541], [1.8218, 5.6466, -0.2043], [0.4382, 4.8141, 0.6288], [0.3439, 5.5507, -3.4190], [3.5409, -0.6412, -3.1596], [5.8272, 1.6419, -3.4122], [5.3764, -3.6567, 5.2905], [6.1462, -4.4235, 4.4254], [6.3455, -4.0057, 3.1198], [5.7728, -2.8181, 2.6962], [4.9975, -2.0482, 3.5461], [4.7994, -2.4729, 4.8501], [5.9988, -2.3550, 1.3210], [6.6668, -3.0541, 0.5831], [5.5067, -1.2886, 0.9911], [5.2264, -3.9827, 6.3121], [6.5933, -5.3462, 4.7707], [6.9450, -4.6063, 2.4515], [4.5489, -1.1241, 3.2081], [4.1978, -1.8791, 5.5252], [9.7601, -3.8862, -0.6275], [11.0619, -3.9211, -1.1098], [11.9441, -4.8909, -0.6589], [11.5083, -5.8198, 0.2701], [10.2156, -5.7920, 0.7644], [9.3394, -4.8180, 0.3116], [12.4330, -6.8640, 0.7324], [13.5659, -6.8498, 0.2942], [12.0095, -7.6833, 1.5241], [9.0699, -3.1316, -0.9844], [11.3885, -3.1931, -1.8406], [12.9561, -4.9138, -1.0373], [9.8823, -6.5173, 1.4932], [8.3268, -4.7854, 0.6857], [-3.4805, -1.5292, -7.0681], [-2.8104, -0.7635, -6.1252], [-1.7751, -1.3184, -5.3895], [-1.4223, -2.6382, -5.6121], [-2.0897, -3.4165, -6.5443], [-3.1235, -2.8554, -7.2744], [-0.3096, -3.2180, -4.8515], [0.2393, -2.5055, -4.0327], [0.0020, -4.3692, -5.0848], [-4.2833, -1.0906, -7.6468], [-3.0919, 0.2691, -5.9655], [-1.2549, -0.7175, -4.6561], [-1.8128, -4.4480, -6.7109], [-3.6492, -3.4496, -8.0096], [3.1889, -0.6450, -9.2945], [2.9166, -1.7339, -10.1123], [1.6089, -2.1547, -10.2953], [0.5864, -1.4737, -9.6578], [0.8443, -0.3909, -8.8343], [2.1544, 0.0231, -8.6530], [-0.8028, -1.9010, -9.8664], [-0.9992, -2.8686, -10.5755], [-1.6767, -1.2614, -9.3158], [4.2111, -0.3152, -9.1572], [3.7247, -2.2537, -10.6096], [1.4018, -3.0029, -10.9321], [0.0417, 0.1335, -8.3348], [2.3695, 0.8690, -8.0137], [-4.1259, -0.8810, 5.8142], [-3.7275, 0.4349, 6.0087], [-4.1788, 1.4287, 5.1549], [-5.0304, 1.0917, 4.1161], [-5.4291, -0.2172, 3.9065], [-4.9717, -1.2076, 4.7622], [-5.5295, 2.1450, 3.2232], [-5.1452, 3.2834, 3.4151], [-6.2976, 1.8177, 2.3399], [-3.7761, -1.6551, 6.4862], [-3.0683, 0.6851, 6.8266], [-3.8655, 2.4519, 5.3096], [-6.0895, -0.4755, 3.0906], [-5.2780, -2.2347, 4.6111], [-1.8231, -5.6022, 3.8419], [-1.9127, -5.1319, 2.5384], [-1.8457, -3.7706, 2.2855], [-1.6848, -2.8954, 3.3457], [-1.6012, -3.3497, 4.6506], [-1.6717, -4.7118, 4.8973], [-1.5895, -1.4552, 3.0773], [-1.6867, -1.0910, 1.9235], [-1.4164, -0.7124, 4.0255], [-1.8704, -6.6665, 4.0362], [-2.0321, -5.8272, 1.7182], [-1.9161, -3.4087, 1.2689], [-1.4803, -2.6602, 5.4744], [-1.6049, -5.0806, 5.9124], [-7.1201, 3.9545, -1.9571], [-7.2874, 4.4521, -3.2426], [-7.2210, 5.8173, -3.4725], [-6.9829, 6.6696, -2.4082], [-6.8217, 6.1873, -1.1205], [-6.8915, 4.8215, -0.8964], [-6.8877, 8.1154, -2.6524], [-7.0527, 8.5085, -3.7904], [-6.6460, 8.8343, -1.7029], [-7.1669, 2.8867, -1.7815], [-7.4667, 3.7745, -4.0668], [-7.3517, 6.1999, -4.4747], [-6.6407, 6.8579, -0.2927], [-6.7641, 4.4306, 0.1053], [-5.0826, 5.8317, 8.5355], [-5.3425, 4.6460, 7.8610], [-4.6856, 3.4821, 8.2272], [-3.7761, 3.5199, 9.2706], [-3.5025, 4.6963, 9.9467], [-4.1608, 5.8575, 9.5741], [-3.0966, 2.2821, 9.6747], [-3.3469, 1.2710, 9.0441], [-2.3288, 2.3366, 10.6123], [-5.6009, 6.7389, 8.2513], [-6.0598, 4.6284, 7.0511], [-4.8916, 2.5614, 7.6993], [-2.7881, 4.7207, 10.7574], [-3.9583, 6.7833, 10.0959]], "gap_ev": 8.052, "homo_energy_ev": -9.0, "energy_ev": -215186.25025, "lumo_energy_ev": -0.97}

***

Record 2
{"formula": "C57H64BN12O2", "method": "ωB97M-V with the def2-TZVPD basis set", "elements": ["C", "C", "N", "B", "O", "O", "H", "H", "H", "H", "H", "H", "H", "H", "H", "N", "C", "C", "C", "C", "C", "H", "H", "H", "H", "H", "N", "C", "C", "C", "C", "C", "H", "H", "H", "H", "H", "N", "C", "C", "C", "C", "C", "H", "H", "H", "H", "H", "N", "C", "C", "C", "C", "C", "H", "H", "H", "H", "H", "N", "C", "C", "C", "C", "C", "H", "H", "H", "H", "H", "N", "C", "C", "C", "C", "C", "H", "H", "H", "H", "H", "N", "C", "C", "C", "C", "C", "H", "H", "H", "H", "H", "N", "C", "C", "C", "C", "C", "H", "H", "H", "H", "H", "N", "C", "C", "C", "C", "C", "H", "H", "H", "H", "H", "N", "C", "C", "C", "C", "C", "H", "H", "H", "H", "H", "N", "C", "C", "C", "C", "C", "H", "H", "H", "H", "H"], "coordinates": [[7.4808, 6.1263, -0.3471], [6.6459, 7.5361, -0.3385], [5.4893, 7.6048, -1.3140], [4.1875, 7.0039, -0.7446], [3.5540, 5.8327, -1.4262], [3.5058, 7.5042, 0.4687], [7.3011, 5.5897, 0.6992], [7.2845, 5.4327, -1.2683], [8.6399, 6.4051, -0.3589], [6.1883, 7.6888, 0.7397], [7.3789, 8.4253, -0.6332], [5.7110, 7.1971, -2.2720], [5.3206, 8.6400, -1.4948], [4.2667, 5.3527, -1.9734], [2.9483, 6.7285, 0.7979], [3.9190, 3.5625, -3.2688], [4.7357, 2.5530, -3.6419], [4.2927, 1.2758, -3.9461], [2.9295, 1.0139, -3.8595], [2.0633, 2.0327, -3.4762], [2.6005, 3.2787, -3.1954], [5.7908, 2.8061, -3.6915], [4.9936, 0.5038, -4.2429], [2.5451, 0.0244, -4.0890], [0.9957, 1.8606, -3.3986], [1.9652, 4.1073, -2.8955], [-0.6405, 0.3454, -2.6133], [-1.7360, 0.2659, -3.4001], [-2.8454, -0.5085, -3.1005], [-2.8316, -1.2511, -1.9245], [-1.7169, -1.1915, -1.0944], [-0.6570, -0.3853, -1.4773], [-1.6974, 0.8609, -4.3079], [-3.6991, -0.5325, -3.7682], [-3.6824, -1.8709, -1.6569], [-1.6750, -1.7585, -0.1714], [0.2340, -0.3025, -0.8614], [1.5045, -1.0971, 1.2993], [2.5739, -1.1386, 0.4746], [3.8762, -1.3238, 0.9102], [4.0989, -1.4720, 2.2752], [3.0180, -1.4319, 3.1499], [1.7518, -1.2457, 2.6188], [2.3490, -1.0148, -0.5807], [4.6970, -1.3514, 0.2026], [5.1062, -1.6177, 2.6542], [3.1582, -1.5437, 4.2190], [0.8756, -1.2109, 3.2602], [-2.7067, -0.3116, -6.6226], [-2.0559, 0.4902, -7.4937], [-1.2673, 0.0207, -8.5319], [-1.1330, -1.3550, -8.6862], [-1.7896, -2.2067, -7.8037], [-2.5588, -1.6426, -6.7987], [-2.1892, 1.5556, -7.3298], [-0.7695, 0.7109, -9.2035], [-0.5221, -1.7603, -9.4876], [-1.7047, -3.2834, -7.8968], [-3.0937, -2.2654, -6.0871], [-1.1354, -2.7131, 3.9983], [-2.2308, -2.7925, 3.2115], [-3.3402, -3.5669, 3.5111], [-3.3264, -4.3095, 4.6870], [-2.2118, -4.2499, 5.5172], [-1.1519, -3.4437, 5.1342], [-2.1922, -2.1976, 2.3037], [-4.1940, -3.5909, 2.8434], [-4.1772, -4.9293, 4.9547], [-2.1698, -4.8170, 6.4402], [-0.2608, -3.3609, 5.7502], [-6.2010, -4.0746, 1.7472], [-7.2213, -3.5565, 2.4655], [-8.5193, -3.4477, 1.9927], [-8.7895, -3.8932, 0.7031], [-7.7592, -4.4299, -0.0620], [-6.4943, -4.5003, 0.4993], [-6.9594, -3.2198, 3.4643], [-9.3004, -3.0255, 2.6147], [-9.7947, -3.8230, 0.2977], [-7.9371, -4.7854, -1.0706], [-5.6577, -4.9145, -0.0565], [1.2016, -4.8577, -0.1940], [0.6049, -4.2482, 0.8538], [-0.0039, -4.9282, 1.8964], [-0.0058, -6.3187, 1.8630], [0.5991, -6.9752, 0.7961], [1.1854, -6.2083, -0.1978], [0.6298, -3.1625, 0.8326], [-0.4657, -4.3869, 2.7143], [-0.4744, -6.8861, 2.6618], [0.6140, -8.0578, 0.7405], [1.6734, -6.6741, -1.0494], [-10.3171, -3.6223, -2.2139], [-10.2640, -2.2799, -2.3573], [-10.9993, -1.5756, -3.2972], [-11.8385, -2.2896, -4.1459], [-11.9135, -3.6733, -4.0240], [-11.1421, -4.2881, -3.0509], [-9.5923, -1.7682, -1.6741], [-10.9193, -0.4967, -3.3660], [-12.4295, -1.7722, -4.8961], [-12.5575, -4.2585, -4.6706], [-11.1685, -5.3655, -2.9139], [6.1201, 2.3761, 4.6524], [6.1732, 3.7185, 4.5091], [5.4379, 4.4228, 3.5692], [4.5987, 3.7088, 2.7204], [4.5237, 2.3251, 2.8423], [5.2951, 1.7103, 3.8154], [6.8449, 4.2302, 5.1922], [5.5180, 5.5017, 3.5003], [4.0077, 4.2262, 1.9702], [3.8797, 1.7399, 2.1958], [5.2687, 0.6328, 3.9524], [8.9055, 9.4345, -2.3423], [9.1862, 9.4776, -3.6632], [10.1538, 10.2992, -4.2189], [10.8768, 11.1315, -3.3708], [10.6093, 11.1111, -2.0059], [9.6249, 10.2525, -1.5437], [8.5931, 8.8123, -4.2839], [10.3390, 10.2907, -5.2870], [11.6424, 11.7903, -3.7701], [11.1548, 11.7479, -1.3187], [9.3818, 10.1974, -0.4863], [-3.5296, -5.8155, 8.1195], [-3.9344, -5.0742, 9.1740], [-5.1494, -5.2483, 9.8172], [-6.0053, -6.2400, 9.3500], [-5.6174, -7.0187, 8.2645], [-4.3811, -6.7719, 7.6895], [-3.2332, -4.3112, 9.4992], [-5.4218, -4.6254, 10.6616], [-6.9666, -6.4051, 9.8279], [-6.2619, -7.7992, 7.8763], [-4.0315, -7.3552, 6.8423]], "gap_ev": 7.347, "homo_energy_ev": -10.2, "charge": 1, "energy_ev": -82793.57649, "lumo_energy_ev": -2.88}

***

Record 3
{"formula": "C57H64BrGeN3OP2RhSe2Si", "method": "ωB97M-V with the def2-TZVPD basis set", "elements": ["Rh", "Se", "P", "C", "C", "C", "C", "C", "C", "C", "C", "C", "C", "C", "C", "C", "C", "N", "N", "N", "P", "Se", "C", "C", "C", "C", "C", "C", "C", "C", "C", "C", "C", "C", "H", "H", "H", "H", "H", "H", "H", "H", "H", "H", "H", "H", "H", "H", "H", "H", "H", "H", "H", "H", "C", "Ge", "C", "C", "C", "C", "C", "C", "C", "C", "C", "C", "C", "C", "C", "C", "C", "C", "C", "C", "H", "H", "H", "H", "H", "H", "H", "H", "H", "H", "H", "H", "H", "H", "H", "O", "H", "H", "C", "C", "C", "C", "Si", "Br", "C", "C", "C", "C", "C", "C", "C", "C", "H", "H", "H", "H", "H", "H", "H", "H", "H", "H", "H", "H", "H", "H", "H", "H", "H", "H", "H", "H", "H", "H", "H", "H", "H", "H", "H"], "coordinates": [[0.1037, 1.0774, -0.7162], [-3.1582, -2.4094, 4.4867], [-1.7052, -3.2611, 3.2040], [-0.6542, -4.3628, 4.2066], [-1.2635, -5.4888, 4.7646], [-0.5558, -6.3205, 5.6157], [0.7655, -6.0270, 5.9437], [1.3659, -4.9044, 5.4092], [0.6515, -4.0861, 4.5375], [-2.3930, -4.4417, 1.9918], [-1.6566, -4.7610, 0.8558], [-2.0996, -5.7560, -0.0054], [-3.2806, -6.4346, 0.2645], [-4.0276, -6.1023, 1.3856], [-3.5878, -5.1022, 2.2459], [-0.8682, -2.0788, 2.1219], [0.3464, -1.5327, 1.6629], [0.0036, -0.5709, 0.7571], [-1.3305, -0.5521, 0.6734], [-1.9096, -1.4452, 1.4889], [2.1456, -1.7961, 1.6003], [3.0778, -0.4486, 0.2587], [2.3598, -3.5126, 1.0370], [1.8639, -3.7829, -0.2363], [1.8815, -5.0788, -0.7275], [2.3989, -6.1130, 0.0454], [2.9135, -5.8445, 1.2987], [2.8927, -4.5427, 1.7955], [2.8745, -1.5821, 3.2459], [2.1866, -0.8574, 4.2122], [2.7910, -0.5830, 5.4341], [4.0808, -1.0227, 5.6875], [4.7782, -1.7250, 4.7152], [4.1794, -1.9951, 3.4917], [-2.2997, -5.7051, 4.5396], [-1.0390, -7.1924, 6.0398], [1.3146, -6.6689, 6.6218], [2.3888, -4.6527, 5.6688], [1.1103, -3.2041, 4.1413], [-0.7357, -4.2293, 0.6465], [-1.5256, -5.9922, -0.8934], [-3.6289, -7.2085, -0.4106], [-4.9615, -6.6132, 1.5858], [-4.1831, -4.8016, 3.1013], [1.4680, -2.9668, -0.8338], [1.4852, -5.2828, -1.7144], [2.3955, -7.1277, -0.3320], [3.3187, -6.6454, 1.9044], [3.2946, -4.3415, 2.7781], [1.1752, -0.5242, 4.0126], [2.2465, -0.0270, 6.1867], [4.5484, -0.8094, 6.6408], [5.7930, -2.0536, 4.9035], [4.7361, -2.5067, 2.7146], [-1.8128, 0.3665, -0.2075], [-3.6565, 0.7224, -0.0192], [-4.1227, 1.9996, -1.4375], [-3.1925, 2.3159, -2.4312], [-3.5199, 3.1906, -3.4648], [-4.7863, 3.7585, -3.5207], [-5.7270, 3.4492, -2.5430], [-5.3960, 2.5756, -1.5129], [-4.0277, 1.5786, 1.7133], [-4.3149, 2.9415, 1.8316], [-4.5119, 3.5271, 3.0787], [-4.4249, 2.7571, 4.2310], [-4.1284, 1.4020, 4.1345], [-3.9311, 0.8170, 2.8890], [-4.9409, -0.7393, -0.2430], [-4.9382, -1.4548, -1.4407], [-5.8776, -2.4500, -1.6805], [-6.8399, -2.7435, -0.7205], [-6.8504, -2.0456, 0.4792], [-5.9057, -1.0499, 0.7159], [-2.2014, 1.8694, -2.3820], [-2.7864, 3.4250, -4.2297], [-5.0433, 4.4384, -4.3250], [-6.7174, 3.8896, -2.5852], [-6.1397, 2.3336, -0.7586], [-4.3789, 3.5589, 0.9408], [-4.7323, 4.5868, 3.1499], [-4.5804, 3.2129, 5.2021], [-4.0451, 0.7935, 5.0286], [-3.6847, -0.2416, 2.8340], [-4.1876, -1.2326, -2.1939], [-5.8580, -3.0009, -2.6139], [-7.5744, -3.5195, -0.9059], [-7.5893, -2.2794, 1.2384], [-5.9199, -0.5193, 1.6608], [-0.9932, 3.3484, 0.2464], [-1.6318, 2.7925, 0.7157], [-1.4216, 3.5284, -0.5988], [4.2045, 0.8960, -3.0778], [4.4645, 2.3815, -2.7563], [4.7022, 2.4721, -1.2392], [5.7513, 2.8246, -3.4760], [2.9868, 3.4723, -3.2573], [1.1072, 2.3361, -2.6206], [2.7770, 3.6675, -5.1559], [3.7384, 4.7462, -5.6923], [3.0840, 2.3466, -5.8781], [1.3424, 4.0530, -5.5587], [2.8761, 5.1242, -2.2991], [1.7975, 6.0391, -2.9004], [2.4774, 4.8981, -0.8278], [4.2208, 5.8739, -2.3424], [5.0537, 0.3051, -2.7104], [4.1007, 0.7012, -4.1440], [3.3125, 0.5180, -2.5761], [5.4997, 1.7698, -0.9670], [3.8176, 2.1895, -0.6643], [5.0175, 3.4671, -0.9233], [6.5925, 2.2473, -3.0724], [5.9790, 3.8839, -3.3280], [5.7112, 2.6333, -4.5508], [4.7817, 4.5493, -5.4305], [3.4837, 5.7434, -5.3275], [3.6732, 4.7718, -6.7877], [4.1333, 2.0601, -5.7992], [2.8570, 2.4710, -6.9446], [2.4702, 1.5243, -5.5006], [1.0096, 4.9929, -5.1238], [0.6251, 3.2809, -5.2770], [1.3082, 4.1615, -6.6506], [0.8195, 5.5503, -2.9245], [2.0436, 6.3756, -3.9088], [1.7062, 6.9317, -2.2697], [1.5056, 4.4115, -0.7308], [2.4100, 5.8769, -0.3356], [3.1990, 4.3013, -0.2744], [4.5830, 6.0373, -3.3615], [5.0015, 5.3504, -1.7878], [4.0938, 6.8590, -1.8767]], "gap_ev": [4.979, 4.927], "homo_energy_ev": [-2.8, -2.7], "charge": -1, "energy_ev": -353380.67968, "lumo_energy_ev": [2.18, 2.18]}